Entry 1:
117
Properties=species:S:1:pos:R:3:forces:R:3 method="wB97M-V/def2-TZVPD" total_charge=+2 gap_ev=3.88 fmax_ev_per_a=11.0 multiplicity=1
Zr -1.96388 -3.20408 -0.95963 3.0721 9.5531 4.4888
C -2.61211 -1.33105 2.95288 1.3309 -0.0871 -1.0232
C -3.09214 -2.59474 2.24819 -0.0792 -0.6408 2.0914
C -4.54824 -2.90233 2.57350 -1.0734 0.7461 -0.7307
O -2.86850 -2.50376 0.88062 1.6988 -2.3739 -5.4586
H -1.58959 -1.12115 2.62199 0.1234 -0.2318 -0.0214
H -2.48815 -1.49665 4.02144 -0.6987 0.3045 0.0945
H -3.14780 -0.44553 2.61088 -0.5091 -0.0854 0.5877
H -2.58519 -3.44819 2.71827 0.7606 0.0557 -0.5496
H -4.74430 -3.77347 3.19508 0.3738 0.0776 0.1578
H -5.10967 -3.05736 1.64946 0.0249 -0.0418 -0.0438
H -4.98651 -2.01265 3.02734 -0.2057 -0.1987 0.1744
C -0.37096 0.47064 0.08243 -1.8230 0.5254 -0.1192
C 0.16174 -0.37266 -1.07182 1.5789 -0.1857 1.7343
C 1.69994 -0.58761 -0.75532 -0.8144 0.0846 -0.5904
O -0.45449 -1.63058 -1.18362 -3.2290 -3.7117 -0.2678
H -0.87594 -0.07020 0.88399 0.6724 -0.5103 0.0895
H -1.22407 1.05015 -0.28619 0.1099 0.2534 -0.0577
H 0.33322 1.20118 0.47500 0.1925 -0.2271 -0.0250
H -0.01683 0.23801 -1.96027 0.3823 -0.3684 -0.4895
H 2.26502 -1.16567 -1.48590 -0.2247 0.1677 -0.3106
H 1.83892 -1.11141 0.19103 -0.3629 0.1068 0.1218
H 2.14353 0.40136 -0.64832 0.1583 -0.0556 -0.1162
C 1.21595 -0.19529 3.33879 -1.0541 -0.2786 0.3571
C 0.29380 0.81492 3.67912 2.1452 -1.4533 -0.5454
C 0.34365 1.24110 4.99335 -2.2164 0.3743 -0.3653
C 1.01806 0.58124 6.01819 0.6904 -0.4357 -1.1224
C 1.78776 -0.55800 5.68092 -1.4480 1.4623 -1.2414
C 1.86181 -0.88406 4.33761 0.2857 -0.5919 -0.5137
C 2.51070 -1.36861 6.62638 2.1002 -0.3732 1.3306
O 3.10535 -2.37744 6.27965 -0.5008 0.0680 0.0757
C 2.65967 -0.79372 7.99034 -1.6885 -0.4411 1.4823
C 3.40701 -1.44371 8.99839 0.7358 -0.1565 -1.1171
C 3.49157 -0.96494 10.27873 0.4082 0.5817 0.6966
C 2.66411 0.05508 10.68388 -0.8955 1.0109 -0.2347
C 1.84183 0.67245 9.76961 -0.8147 -0.2732 -1.8947
C 1.79178 0.25813 8.39259 1.3080 0.1941 1.1808
C 1.00723 1.07932 7.40169 0.3882 0.1084 1.7331
O 0.49029 2.11264 7.77379 -0.1994 -0.3511 -0.7785
H 1.31190 -0.67343 2.37127 -0.2807 0.5426 -0.3535
H -0.36345 1.13828 2.88543 -0.1472 0.7069 0.3907
H -0.42869 1.98062 5.17261 0.4815 0.3666 0.8619
H 2.36293 -1.78161 3.99842 0.4362 -0.0120 0.5036
H 4.02656 -2.29867 8.76086 -0.0224 0.0499 -0.3942
H 4.26999 -1.21138 10.98984 -0.1185 -0.9273 -0.1788
H 2.61139 0.45108 11.68899 0.4246 -0.2293 0.1278
H 1.20363 1.48949 10.07508 -0.0224 0.0430 -0.0663
C 0.51044 -4.17960 1.45286 1.1859 -1.7881 -0.2274
O -0.19423 -3.68706 0.53604 -1.3838 -0.0921 -1.1045
N 1.83378 -3.91501 1.59992 -1.2489 1.0572 -0.7022
N 0.12471 -5.18376 2.25464 -0.2200 0.8601 -0.1574
H 2.32855 -4.30622 2.37907 0.3775 0.1751 -0.0631
H 2.25831 -3.24119 0.98273 0.1920 -0.0531 0.1470
H 0.86489 -5.48693 2.85758 -0.5590 -0.8130 0.4517
H -0.77100 -5.63228 2.18474 0.0931 -0.0065 0.2260
C 3.20390 -5.27430 -1.79507 0.3819 -2.7789 -0.1729
O 2.51710 -6.28769 -1.75191 -0.5542 0.6771 0.1638
N 2.74232 -4.03784 -2.06597 -0.0609 1.3994 0.2838
N 4.56137 -5.34144 -1.62243 -0.9612 1.3445 0.1429
H 3.37394 -3.26990 -1.91314 -0.2129 0.1864 -0.2791
H 1.87939 -3.87839 -2.54867 0.0192 -0.1772 0.0748
H 4.99854 -4.56813 -2.09435 1.1268 -0.5819 0.1856
H 4.96032 -6.24512 -1.44547 0.2517 0.0989 -0.2959
C 5.94780 -1.17650 0.97984 0.7633 -2.1929 -1.8477
O 6.49361 -0.93715 -0.08655 0.0883 0.2065 0.6835
N 6.29005 -2.27120 1.76623 -0.1993 0.1012 0.3735
N 4.75310 -0.64432 1.28700 -1.2498 1.2303 0.7471
H 6.80979 -3.02366 1.35111 0.4362 0.3970 -0.0617
H 6.28574 -2.22372 2.77079 -0.0676 0.0231 -0.0407
H 4.58190 0.27433 0.90791 -0.0535 -0.0301 0.1329
H 4.29149 -0.89278 2.14662 0.1413 0.2135 0.0852
C -3.83252 0.19406 -1.81841 -1.9064 1.3089 -0.1746
O -3.50615 -0.89599 -1.31203 0.3880 -0.0501 -0.2842
N -3.03569 1.13515 -2.34329 3.0428 -1.5739 0.6325
N -5.11601 0.61417 -1.84564 -1.0853 -1.9099 0.6973
H -2.09014 0.77877 -2.25170 0.1790 0.8857 -0.5830
H -3.21879 1.89942 -2.97064 -0.2930 -0.1015 -0.0782
H -5.74289 -0.05652 -1.42332 -0.2964 0.4280 -0.1116
H -5.44300 1.54870 -2.00182 0.2494 0.0946 -0.0397
C -2.31652 -1.85072 -4.45842 -0.1593 -1.2346 -2.3655
O -2.30466 -2.33348 -3.31758 0.0440 -1.1105 1.9310
N -3.14684 -2.30309 -5.42732 -0.6364 0.1462 0.7349
N -1.40305 -0.98947 -4.92457 1.2210 0.4124 1.8047
H -3.96924 -2.80188 -5.12483 -0.0153 0.0004 -0.1967
H -3.22119 -1.74408 -6.26104 -0.2244 -0.1504 -0.1134
H -0.61587 -0.95409 -4.28867 0.1235 0.4922 -0.3023
H -1.19121 -0.85495 -5.89765 -0.2576 -0.0821 -0.1051
C -0.48917 4.34470 -2.21170 -0.7412 0.4967 -1.3506
C -0.60732 4.52938 -3.75599 0.3087 0.8362 -0.8124
C 0.29089 3.46990 -4.44068 0.1389 0.3432 1.7214
C 0.13510 3.29240 -5.89904 -1.1473 -0.0124 -0.8380
C -1.39565 2.94525 -6.21053 3.3790 0.9432 0.2438
C -2.33705 3.97519 -5.58067 -0.7246 -0.4335 -1.0826
N -1.97651 4.25368 -4.18094 0.3404 -2.7189 0.1769
O -2.94994 4.92290 -3.46674 -0.7186 1.6250 -0.1987
C -2.45668 5.17412 -6.55418 -0.4622 0.3504 0.6393
C -3.69039 3.25600 -5.65822 -1.2744 0.7484 2.5065
C -0.14683 5.97232 -4.21079 -0.2682 -0.1261 0.9234
H 0.53285 4.50567 -1.87569 0.0250 -0.2149 -0.0115
H -0.88299 3.35139 -1.98687 0.2641 -0.0958 0.3139
H -1.13137 5.09338 -1.74864 0.0990 -0.0428 0.2082
H 1.27988 3.82692 -4.14254 0.2889 -0.5932 -0.1667
H 0.05712 2.51304 -3.95881 0.2380 -0.0768 0.2257
H 0.77045 2.50328 -6.30569 -0.0096 -0.1901 0.2370
H 0.50518 4.18634 -6.40813 -0.5149 0.1453 -0.2038
H -1.57247 1.92902 -5.85446 -0.1850 0.0248 0.1358
H -1.36612 2.95345 -7.29984 -0.9920 0.0052 -0.0490
H -1.49605 5.53041 -6.92184 -0.0702 -0.2277 -0.3342
H -3.17014 4.85717 -7.31373 0.6098 0.0729 -0.5946
H -2.96468 6.04689 -6.13671 0.1189 -0.1198 0.5052
H -3.81050 2.44186 -4.92948 0.8799 -0.8308 -0.6012
H -4.43410 3.85727 -5.11917 -0.2293 0.7317 -0.9727
H -4.03826 2.98949 -6.65029 0.1681 -0.0314 0.0242
H -0.05153 6.65690 -3.36486 -0.0234 -0.1693 0.1910
H -0.90867 6.44232 -4.82946 0.2116 -0.1627 -0.2892
H 0.83549 5.98191 -4.68209 -0.1364 -0.1109 -0.2843
H -3.27142 4.38558 -2.73530 0.3132 -0.3197 -0.1255

***

Entry 2:
17
Properties=species:S:1:pos:R:3:forces:R:3 method="wB97M-V/def2-TZVPD" total_charge=0 gap_ev=10.02 e_above_lowest_kcal_mol=36.8 smiles="NCCNC=O.O" fmax_ev_per_a=2.2 multiplicity=1
N -0.90412 -2.37627 0.03576 1.6820 -0.5965 -0.9010
C -0.98646 -0.93384 0.00521 -1.3559 1.2052 0.5672
C 0.25209 -0.27620 0.66134 -0.3227 -1.7757 -1.2058
N -0.00193 0.94337 1.37750 0.5529 0.4301 0.1060
C 1.07051 1.82915 1.42526 0.5437 -1.1768 0.3898
O 1.43630 2.52003 2.34110 -0.8320 0.4309 0.1409
H -1.67729 -2.93203 -0.28224 -0.9813 0.5390 0.1566
H -0.21059 -2.64633 -0.65994 0.3665 -0.1084 0.3376
H -1.87836 -0.68461 0.60370 0.2693 0.2200 -0.1449
H -1.12951 -0.45354 -0.97228 -0.1711 -0.3470 -0.1261
H 0.65990 -1.15910 1.17373 0.2586 0.6762 1.0076
H 0.99216 -0.07763 -0.11720 -0.1148 0.2322 -0.0233
H -0.62088 0.89214 2.17730 0.3070 0.0998 0.0568
H 1.71666 1.70718 0.54593 -0.2148 0.1656 -0.3881
O 0.68195 1.19092 -2.46349 0.0618 -0.0015 -0.1994
H -0.26416 1.03760 -2.47042 -0.2559 -0.0306 0.1864
H 0.86375 1.41917 -3.38125 0.2068 0.0375 0.0400

***

Entry 3:
124
Properties=species:S:1:pos:R:3:forces:R:3 method="wB97M-V/def2-TZVPD" total_charge=+1 gap_ev="7.65 / 8.44" e_above_lowest_kcal_mol=0.0 fmax_ev_per_a=1.0 multiplicity=5
Cr 0.57456 0.89495 -0.01880 -0.6782 0.2853 0.0205
C 2.51441 -3.34263 2.56975 0.0265 0.0064 -0.0457
N 2.58236 -1.93008 2.21985 -0.1720 0.0814 0.0567
C 3.05748 -1.04801 3.28349 0.0264 -0.0100 -0.0302
C 2.03322 -1.42392 1.12362 0.1631 -0.0731 0.0884
O 2.03599 -0.20670 0.87410 0.3370 0.1378 0.4041
C 1.40063 -2.32949 0.10157 0.0076 -0.3334 0.0574
O 1.08460 -1.47877 -0.96478 -0.0122 -0.1914 -0.3371
C 0.16167 -2.00118 -1.87764 -0.1828 -0.0278 -0.0169
C -0.47553 -0.81220 -2.59099 -0.2320 -0.6126 -0.2460
O -0.20925 0.33358 -2.24951 -0.0377 -0.1524 -0.0784
N -1.32128 -1.11660 -3.59484 0.1588 0.0850 0.1487
C -1.95219 -0.05174 -4.35873 0.0579 -0.0128 -0.0553
C -1.66361 -2.48897 -3.94210 0.0416 -0.0316 -0.0080
H 3.42943 -3.61427 3.09385 0.0113 -0.0024 -0.0125
H 2.43304 -3.96963 1.68724 0.0011 -0.0015 -0.0396
H 1.66159 -3.52811 3.22570 0.0616 0.0106 -0.0221
H 4.13235 -1.17756 3.41879 -0.0079 -0.0009 -0.0032
H 2.54222 -1.30484 4.20996 0.0020 -0.0070 -0.0086
H 2.83189 -0.01808 3.02995 -0.0151 0.0264 -0.0227
H 0.49824 -2.77377 0.54011 0.0344 -0.0131 -0.0582
H 2.08488 -3.12973 -0.20222 0.0419 0.0699 -0.0688
H -0.61945 -2.56975 -1.35809 0.0093 0.0073 -0.0235
H 0.64867 -2.66914 -2.59721 -0.0152 0.0341 -0.0126
H -1.46453 0.88858 -4.12294 -0.0649 -0.2655 -0.1821
H -3.01332 0.02569 -4.11321 -0.0046 -0.0010 0.0115
H -1.84857 -0.25543 -5.42476 -0.0057 -0.0084 -0.0015
H -1.93923 -3.06978 -3.06214 0.0035 0.0055 0.0019
H -0.84891 -2.99485 -4.46553 -0.0009 0.0143 0.0030
H -2.52618 -2.46879 -4.60296 -0.0040 0.0080 0.0066
Se -1.66508 -1.08852 0.77893 -0.1621 0.0693 0.0571
P -1.34342 -0.09627 2.65484 0.0843 0.0905 0.0305
Se 0.02029 1.58083 2.51451 0.0053 -0.0294 0.1208
C -2.91890 0.45323 3.37990 -0.0091 -0.0188 -0.0525
C -3.01093 1.65615 4.07043 -0.0235 0.0220 -0.0304
C -4.21802 2.03516 4.64273 -0.0041 0.0026 -0.0042
C -5.33084 1.21503 4.52694 0.0050 0.0134 0.0006
C -5.23944 0.01231 3.83755 -0.0109 0.0050 0.0004
C -4.03724 -0.36902 3.26412 -0.0081 0.0038 -0.0128
C -0.71646 -1.27227 3.90517 -0.0243 -0.0163 -0.0062
C -0.18088 -0.77704 5.09366 0.0227 0.0026 -0.0189
C 0.22394 -1.64977 6.09108 -0.0099 0.0003 -0.0016
C 0.09216 -3.02233 5.91219 -0.0022 -0.0011 0.0068
C -0.44163 -3.51808 4.73218 -0.0111 0.0107 0.0161
C -0.84292 -2.64508 3.72727 -0.0741 0.0139 0.0416
H -2.14411 2.30132 4.14290 0.0049 -0.0086 0.0143
H -4.28813 2.97349 5.17806 0.0015 -0.0074 -0.0003
H -6.27103 1.51348 4.97238 0.0014 -0.0048 -0.0043
H -6.10809 -0.62605 3.74243 0.0028 -0.0015 0.0013
H -3.96716 -1.29517 2.70603 -0.0073 0.0001 0.0101
H -0.07303 0.29270 5.22983 0.0016 -0.0041 0.0021
H 0.63554 -1.26020 7.01344 -0.0023 0.0005 -0.0086
H 0.39886 -3.70151 6.69732 0.0024 0.0005 -0.0110
H -0.55221 -4.58624 4.59304 -0.0101 -0.0015 0.0026
H -1.27397 -3.02255 2.80743 0.0161 -0.0112 -0.0059
C -3.74736 2.12842 0.06065 0.0191 -0.0331 -0.0737
N -3.01748 3.38450 0.17472 0.0094 -0.0225 -0.0408
C -3.88769 4.51091 0.48668 -0.0092 -0.0036 0.0277
P -1.55934 3.57318 -0.57007 0.1701 -0.0218 0.1904
O -0.79788 2.28121 -0.57423 -0.1510 0.2865 0.0029
N -1.66174 4.06756 -2.14835 -0.1872 -0.0186 -0.0462
C -1.76306 3.04454 -3.18731 0.0079 0.2110 0.1087
C -2.38335 5.29074 -2.47989 -0.0136 -0.0354 -0.0101
N -0.92623 4.87753 0.21219 0.0211 -0.1590 0.1338
C 0.13688 5.69662 -0.35054 0.0175 0.0428 -0.0559
C -0.92065 4.90151 1.67676 -0.0073 0.0735 0.0058
H -4.23099 1.90004 1.01096 -0.0148 -0.0375 0.0790
H -3.07159 1.31552 -0.18245 0.0807 -0.0771 0.0308
H -4.52303 2.19566 -0.71170 0.0005 0.0038 0.0086
H -4.34865 4.34931 1.46496 0.0020 -0.0008 -0.0100
H -4.69019 4.60791 -0.25198 0.0062 0.0063 -0.0021
H -3.32803 5.44180 0.51896 0.0018 -0.0058 0.0049
H -1.22447 2.14815 -2.88774 0.0246 0.2643 0.1741
H -1.32499 3.42994 -4.11250 -0.0191 0.0096 -0.0199
H -2.80906 2.78508 -3.38951 -0.0220 0.0057 0.0042
H -2.34058 6.00072 -1.65667 0.0106 -0.0025 -0.0016
H -3.43474 5.08791 -2.71140 -0.0013 0.0067 0.0057
H -1.92676 5.75446 -3.35705 0.0098 0.0006 -0.0153
H 0.04280 5.76966 -1.42794 -0.0003 -0.0055 -0.0312
H 1.12805 5.29673 -0.11037 -0.0395 0.0625 -0.0368
H 0.06515 6.70019 0.07443 0.0027 -0.0056 -0.0064
H -1.68303 4.23917 2.07581 0.0174 -0.0113 0.0066
H -1.11197 5.92169 2.01756 -0.0121 0.0152 -0.0053
H 0.04699 4.57808 2.07176 -0.0307 0.0269 -0.0208
C 4.18604 3.62060 -4.25745 -0.0027 -0.0666 -0.0031
Si 2.53188 2.94275 -3.67070 -0.0931 -0.0069 0.0314
C 1.40504 4.39711 -3.37150 -0.1245 -0.0555 0.1038
C 1.76997 1.89147 -5.02098 0.0032 -0.0570 -0.0130
As 2.53834 1.58285 -1.71477 0.9269 0.2155 -0.2431
Si 3.88419 -0.19990 -2.56409 0.0953 0.1446 0.0655
C 5.39277 0.46242 -3.45881 -0.0254 0.0200 -0.0127
C 2.88773 -1.20089 -3.81118 -0.0819 0.0183 0.0054
C 4.54382 -1.32789 -1.20714 -0.0414 -0.0039 0.0015
Si 4.04462 2.72630 -0.26652 -0.0331 0.0521 0.0183
C 4.86387 4.22250 -1.04229 0.0085 -0.0173 -0.0162
C 2.96410 3.32189 1.14810 -0.1037 -0.0142 -0.0342
C 5.36148 1.59597 0.43324 -0.0025 -0.0062 -0.0012
H 4.22549 4.69708 -4.08365 -0.0035 -0.0039 -0.0177
H 4.27046 3.45202 -5.33416 0.0168 0.0154 -0.0023
H 5.05746 3.17813 -3.78350 0.0085 -0.0248 0.0078
H 1.15426 4.85309 -4.33358 0.0146 0.0357 -0.0156
H 1.88416 5.16159 -2.75699 0.0161 -0.0164 0.0164
H 0.47672 4.08741 -2.88202 0.2194 0.1263 -0.0820
H 1.50091 2.53446 -5.86369 0.0056 -0.0139 -0.0094
H 0.86624 1.39075 -4.66631 -0.0072 0.0086 0.0019
H 2.45754 1.12857 -5.39080 -0.0102 0.0070 0.0022
H 5.13286 0.98668 -4.37831 0.0097 0.0118 -0.0231
H 6.03188 -0.38363 -3.72885 -0.0033 -0.0011 -0.0007
H 5.98184 1.13797 -2.83423 -0.0049 -0.0136 -0.0087
H 1.86083 -0.84695 -3.90042 -0.0157 -0.0081 -0.0308
H 2.86890 -2.25624 -3.53178 -0.0021 -0.0073 0.0105
H 3.34952 -1.12997 -4.79859 -0.0217 -0.0115 0.0115
H 4.13910 -1.10162 -0.22689 -0.0556 0.0015 0.0862
H 5.62866 -1.22324 -1.14030 -0.0143 -0.0105 -0.0095
H 4.32377 -2.37170 -1.44313 0.0069 -0.0047 -0.0041
H 4.18783 4.79191 -1.68158 -0.0103 0.0184 0.0395
H 5.73865 3.95194 -1.63569 -0.0244 0.0073 -0.0196
H 5.19703 4.88375 -0.23800 0.0349 -0.0018 -0.0105
H 3.43574 4.15053 1.68228 0.0199 -0.0183 0.0093
H 2.77908 2.51590 1.86167 -0.0063 -0.0232 0.0031
H 1.98840 3.66243 0.78718 0.0691 -0.0327 0.0477
H 6.12235 1.32837 -0.30225 -0.0169 -0.0139 -0.0013
H 4.92606 0.67786 0.82917 -0.0046 0.0224 0.0332
H 5.86002 2.11418 1.25752 0.0212 -0.0043 -0.0168